1.
Formula: C21H23NPdS4
Source: OMol25
Level of theory: wB97M-V/def2-TZVPD

## Properties
- Kohn-Sham gap (spin up / spin down) (eV) = 4.02 / 4.03
- HOMO level (spin up / spin down) (hartree) = -0.522 / -0.522
- LUMO energy (spin up / spin down) (Eh) = -0.37435 / -0.37432
- net charge = +2
- relative energy (zero: lowest compared OMol25 entry of this formula, charge and spin) (eV) = 2.1756
- DFT total energy (Eh) = -2588.6756

Cartesian coordinates (Å):
Pd -0.36 -1.45 0.09
C 3.29 -0.33 0.29
C 3.34 -1.61 -0.56
S 1.72 -2.34 -0.97
C 1.62 -3.85 0.05
C 1.71 -3.60 1.54
S 0.26 -2.67 2.18
C 1.03 -1.48 3.33
C 1.67 -0.27 2.66
S 3.37 -0.60 2.09
H 2.38 0.23 0.07
H 4.14 0.30 0.04
H 3.96 -2.37 -0.09
H 3.78 -1.37 -1.53
H 2.41 -4.54 -0.27
H 0.66 -4.29 -0.22
H 2.60 -3.02 1.80
H 1.74 -4.55 2.08
H 1.76 -2.04 3.91
H 0.23 -1.18 4.00
H 1.74 0.54 3.39
H 1.06 0.08 1.82
C -2.96 5.15 0.88
C -2.23 4.70 -0.21
C -2.00 3.35 -0.38
C -2.48 2.43 0.57
C -3.25 2.90 1.63
C -3.50 4.25 1.78
C -2.10 1.01 0.58
C -1.34 0.37 -0.28
C -0.67 0.44 -1.53
C -1.25 -0.18 -2.67
C -0.58 -0.17 -3.87
C 0.66 0.44 -3.98
C 1.24 1.08 -2.88
C 0.59 1.08 -1.67
H -3.13 6.21 1.01
H -1.84 5.40 -0.93
H -1.47 3.00 -1.26
H -3.66 2.19 2.35
H -4.10 4.60 2.61
H -2.49 0.46 1.44
H -2.23 -0.63 -2.59
H -1.03 -0.64 -4.74
H 1.19 0.44 -4.93
H 2.19 1.59 -2.98
H 0.99 1.63 -0.82
S -4.24 -4.09 -1.15
C -2.76 -3.50 -0.91
N -1.66 -3.11 -0.76

2.
Formula: C3H5FO
Source: OMol25
Level of theory: wB97M-V/def2-TZVPD

## Properties
- Kohn-Sham gap (eV) = 10.10
- HOMO level (hartree) = -0.347
- LUMO energy (Eh) = 0.02422
- relative energy (zero: lowest compared OMol25 entry of this formula, charge and spin) (eV) = 3.8109
- DFT total energy (Eh) = -292.2563

Cartesian coordinates (Å):
C 0.76 -0.42 0.27
C -0.31 0.49 -0.13
C -1.49 -0.22 -0.27
H 2.12 1.13 -0.45
H 0.95 -0.45 1.41
H 0.52 -1.36 -0.48
H -2.71 0.20 0.30
H -1.73 -1.33 -0.42
O 2.07 0.22 -0.26
F -0.19 1.74 0.01

3.
Formula: C28H54As2IrN5Si2
Source: OMol25
Level of theory: wB97M-V/def2-TZVPD

## Properties
- Kohn-Sham gap (spin up / spin down) (eV) = 5.52 / 6.32
- HOMO level (spin up / spin down) (hartree) = -0.558 / -0.588
- LUMO energy (spin up / spin down) (Eh) = -0.35495 / -0.35604
- multiplicity = 2
- ⟨S²⟩ = 0.762
- net charge = +3
- relative energy (zero: lowest compared OMol25 entry of this formula, charge and spin) (eV) = 0.0789
- DFT total energy (Eh) = -6527.1205

Cartesian coordinates (Å):
Ir -0.05 0.57 -0.57
N 2.52 4.53 -1.78
C 2.26 3.36 -0.86
C 1.92 3.89 0.53
C 1.76 2.74 1.53
N 0.56 1.94 1.24
C 3.01 1.86 1.54
C 3.34 1.31 0.16
N 2.32 0.34 -0.28
C 3.48 2.46 -0.85
H 1.74 5.19 -1.79
H 2.70 4.23 -2.74
H 3.35 5.04 -1.46
H 1.41 2.80 -1.26
H 0.99 4.47 0.49
H 2.72 4.55 0.88
H 1.66 3.19 2.52
H -0.27 2.51 1.39
H 0.50 1.20 1.93
H 2.86 1.03 2.24
H 3.85 2.44 1.91
H 4.31 0.81 0.21
H 2.33 -0.44 0.37
H 2.60 -0.05 -1.17
H 3.66 2.04 -1.85
H 4.37 3.04 -0.57
C 0.11 -4.11 -0.90
Si 0.39 -2.63 -2.01
C 2.22 -2.17 -1.99
C -0.02 -2.97 -3.84
N -0.66 -1.32 -1.35
C -1.93 -1.58 -1.12
C -2.64 -2.57 -1.86
C -3.92 -2.93 -1.55
C -4.60 -2.30 -0.47
C -3.98 -1.33 0.25
C -2.64 -0.89 -0.03
N -2.02 0.03 0.67
Si -2.71 0.61 2.22
C -4.45 1.37 2.09
C -2.68 -0.92 3.32
C -1.76 1.96 3.13
H 0.61 -4.99 -1.31
H -0.95 -4.34 -0.79
H 0.52 -3.93 0.10
H 2.73 -3.01 -2.48
H 2.64 -2.10 -0.99
H 2.46 -1.28 -2.57
H 0.90 -3.07 -4.41
H -0.64 -2.19 -4.29
H -0.55 -3.92 -3.94
H -2.15 -3.03 -2.70
H -4.41 -3.71 -2.12
H -5.61 -2.58 -0.23
H -4.52 -0.87 1.07
H -5.00 1.13 1.19
H -4.39 2.45 2.17
H -5.04 1.02 2.94
H -3.35 -1.69 2.96
H -2.98 -0.65 4.33
H -1.67 -1.35 3.38
H -1.69 2.91 2.59
H -0.77 1.68 3.50
H -2.37 2.17 4.01
C -1.17 4.00 -2.03
As -1.69 2.13 -1.74
C -3.43 2.48 -0.97
C -2.05 1.43 -3.51
C -3.36 1.41 -3.98
C -3.66 0.84 -5.21
C -2.65 0.28 -5.98
C -1.34 0.30 -5.52
C -1.03 0.88 -4.29
As 0.81 0.97 -3.65
C 1.83 -0.14 -4.90
C 1.29 2.68 -4.54
H -1.90 4.46 -2.70
H -0.18 4.10 -2.48
H -1.20 4.52 -1.07
H -3.95 3.24 -1.55
H -3.29 2.86 0.05
H -4.02 1.57 -0.93
H -4.17 1.83 -3.39
H -4.68 0.82 -5.57
H -2.87 -0.17 -6.94
H -0.56 -0.14 -6.13
H 1.62 -1.20 -4.75
H 2.89 0.03 -4.73
H 1.61 0.13 -5.93
H 1.16 2.53 -5.61
H 2.34 2.93 -4.36
H 0.65 3.50 -4.24

4.
Formula: C19H28BF6N9O4S3V
Source: OMol25
Level of theory: wB97M-V/def2-TZVPD

## Properties
- Kohn-Sham gap (spin up / spin down) (eV) = 4.48 / 5.58
- HOMO level (spin up / spin down) (hartree) = -0.488 / -0.489
- LUMO energy (spin up / spin down) (Eh) = -0.32314 / -0.28355
- multiplicity = 2
- ⟨S²⟩ = 0.808
- net charge = +2
- DFT total energy (Eh) = -4296.7985

Cartesian coordinates (Å):
V -0.43 0.10 0.20
C -3.67 -0.14 1.88
C -2.43 -0.72 2.45
C -2.31 -1.40 3.64
C -0.96 -1.76 3.75
C -0.28 -2.50 4.85
N -0.32 -1.32 2.67
N -1.21 -0.66 1.85
B 1.17 -1.43 2.26
N 1.20 -2.13 0.89
N 0.37 -1.66 -0.09
C 0.46 -2.52 -1.15
C -0.38 -2.37 -2.37
C 1.37 -3.49 -0.84
C 1.83 -3.22 0.45
C 2.85 -3.93 1.27
N 1.68 0.02 2.05
N 1.02 0.85 1.17
C 1.69 2.06 1.16
C 1.31 3.21 0.31
C 2.73 1.98 2.04
C 2.72 0.67 2.57
C 3.66 0.05 3.53
H -4.50 -0.32 2.56
H -3.59 0.94 1.74
H -3.93 -0.60 0.92
H -3.09 -1.61 4.35
H -1.00 -2.73 5.64
H 0.14 -3.44 4.48
H 0.53 -1.91 5.28
H 1.81 -2.00 3.08
H -1.17 -1.64 -2.26
H 0.23 -2.09 -3.23
H -0.85 -3.33 -2.60
H 1.67 -4.32 -1.46
H 3.26 -4.77 0.71
H 3.67 -3.26 1.52
H 2.41 -4.31 2.19
H 0.28 3.18 -0.04
H 1.45 4.13 0.87
H 1.97 3.24 -0.56
H 3.44 2.75 2.26
H 4.44 0.76 3.80
H 3.15 -0.27 4.43
H 4.13 -0.82 3.07
F -3.99 1.55 -2.73
C -3.67 1.26 -1.49
F -3.23 0.00 -1.42
F -4.70 1.42 -0.69
S -2.30 2.40 -0.93
O -1.68 1.59 0.22
O -2.86 3.62 -0.52
N -1.29 2.53 -2.09
S -0.53 1.31 -2.70
O -1.26 0.46 -3.57
O 0.21 0.59 -1.59
C 0.84 2.12 -3.69
F 1.53 2.93 -2.93
F 0.25 2.77 -4.67
F 1.59 1.14 -4.14
C 7.29 -0.37 -2.12
N 6.07 -0.06 -1.40
C 4.85 -0.49 -1.73
N 4.76 -1.27 -2.82
S 3.48 -0.09 -0.82
H 8.13 0.01 -1.54
H 7.31 0.10 -3.10
H 7.42 -1.45 -2.22
H 6.10 0.54 -0.59
H 5.53 -1.43 -3.44
H 3.84 -1.57 -3.10